# 1
47
Properties=species:S:1:pos:R:3 method="wB97M-V/def2-TZVPD" de_lowest_ev=0.176 mol_weight_g_mol=914.333 orbital_gap_ev=5.83 total_energy_ev=-146521.2137 homo_energy_ev=-11.2353 spin_multiplicity=1 charge=+1
Pt 1.22492 0.30733 -0.38013
O 1.78642 0.38236 5.78508
C 1.66504 0.31395 4.46242
C 0.48718 0.58341 3.76761
C 0.49671 0.47692 2.40343
N 1.58179 0.12265 1.68078
C 2.71406 -0.11886 2.36408
Br 4.30012 -0.58536 1.47273
C 2.79414 -0.04918 3.73461
H 0.96430 0.66399 6.20598
H -0.42122 0.88243 4.27298
H -0.39225 0.70317 1.83813
H 3.72371 -0.25652 4.24236
C 1.94742 1.50742 -3.79558
C 0.58513 1.03521 -3.40976
C -0.48052 1.09330 -4.28275
C -1.73440 0.62142 -3.89382
C -1.93596 0.04969 -2.65682
C -0.83159 -0.03852 -1.80881
N 0.36042 0.48610 -2.19914
N -0.66585 -0.56933 -0.57082
Si -1.84331 -1.48212 0.38247
C -2.81048 -2.64002 -0.72039
C -0.88327 -2.44913 1.66386
C -3.03059 -0.31246 1.21812
H 2.32130 0.89665 -4.61922
H 2.64637 1.45990 -2.96728
H 1.89180 2.54042 -4.13376
H -0.32595 1.52367 -5.26135
H -2.56775 0.70554 -4.57923
H -2.90512 -0.30592 -2.34499
H -2.19900 -3.15072 -1.46461
H -3.62035 -2.13333 -1.24550
H -3.27349 -3.40184 -0.08783
H 0.09989 -2.77786 1.32293
H -1.45364 -3.34447 1.92277
H -0.75143 -1.87985 2.58525
H -3.64257 0.23196 0.49639
H -2.50913 0.43307 1.82219
H -3.70544 -0.86113 1.87991
O 0.31127 2.02221 0.08864
S 1.29929 3.15394 -0.41843
O 0.95037 3.51711 -1.75476
O 1.40373 4.16000 0.58009
S 2.96830 1.90266 -0.42573
I 2.59804 -1.74723 -1.31461
I 0.86160 -3.67262 -1.85746

***

# 2
258
Properties=species:S:1:pos:R:3 method="wB97M-V/def2-TZVPD" mol_weight_g_mol=1484.028 orbital_gap_ev=8.79 total_energy_ev=-136637.5606 homo_energy_ev=-8.2783 spin_multiplicity=1
C 16.40151 19.44945 25.82712
O 16.24729 20.38996 25.08379
N 15.38768 18.84982 26.41476
N 17.64977 18.96572 26.18954
H 15.50868 17.98906 26.82906
H 14.42689 19.12765 26.18423
H 18.47450 19.28494 25.64634
H 17.85867 18.62874 27.11288
C 13.96177 21.75249 17.88162
O 13.34623 22.06473 18.89301
N 13.95749 22.47518 16.71342
N 14.71028 20.65885 17.88707
H 13.27653 23.15920 16.53340
H 14.49222 22.16684 15.92954
H 14.68654 19.90093 18.70239
H 15.03970 20.24620 17.02478
C 20.12216 20.81945 24.52343
O 19.80183 19.62346 24.28896
N 19.14159 21.80325 24.48279
N 21.33891 21.27336 24.91311
H 19.48804 22.78987 24.73124
H 18.18008 21.46986 24.45628
H 22.07034 20.62592 24.70395
H 21.55814 22.28478 24.99023
C 19.75630 25.09000 25.66614
O 20.23825 24.23431 24.94968
N 18.63024 24.92234 26.37019
N 20.45033 26.35062 25.80124
H 18.14761 25.67408 26.83584
H 18.25583 24.00024 26.56171
H 19.97376 27.19750 26.21472
H 21.05610 26.53421 25.00880
C 23.43034 25.44290 24.69420
O 23.37060 26.75370 24.19450
C 23.71778 26.96206 22.85762
C 22.54617 26.87616 21.82834
N 21.36231 27.60745 22.27898
C 21.59041 29.06671 22.58754
C 21.71545 29.92325 21.34913
O 22.69022 29.36269 20.59107
C 22.72607 30.01466 19.33983
H 24.45888 24.95840 24.55249
H 22.83605 24.71978 24.16348
H 23.20264 25.52184 25.75898
H 24.54640 26.27512 22.59401
H 24.10210 28.00718 22.77425
H 22.31592 25.83181 21.61447
H 22.86679 27.22182 20.84442
H 20.68628 27.58937 21.50811
H 22.52404 29.13895 23.09729
H 20.79578 29.43490 23.28039
H 22.07752 30.93396 21.68218
H 20.79352 30.08063 20.80044
H 21.72864 30.02210 18.81987
H 23.52363 29.50435 18.72711
H 23.10806 31.08437 19.45413
C 13.82523 27.15362 25.09466
O 15.08422 27.62426 25.33179
C 15.55038 28.47853 24.29652
C 16.50783 29.46273 24.87745
N 17.76322 28.89858 25.21239
C 18.45457 29.58470 26.28704
C 17.98772 29.22583 27.61914
O 18.09553 27.85254 27.82097
C 17.56534 27.43128 29.06955
H 13.78188 26.57294 24.21575
H 13.00195 27.96793 25.07673
H 13.40112 26.51122 25.85696
H 14.71366 28.95670 23.73950
H 16.13863 27.82611 23.61026
H 16.06156 30.00274 25.72001
H 16.63638 30.23594 24.16384
H 17.76943 27.88505 25.34850
H 18.43139 30.67861 26.15536
H 19.55134 29.43637 26.21824
H 16.88526 29.46267 27.80132
H 18.51763 29.74247 28.44247
H 17.45160 26.32521 29.01411
H 16.59692 27.91550 29.13317
H 18.25111 27.71912 29.88863
C 19.85280 15.57351 21.91523
O 18.58326 15.64365 22.44741
C 18.42746 16.74666 23.33143
C 17.97572 17.95119 22.54313
N 16.68743 17.68002 21.88826
C 16.05986 18.88648 21.35437
C 14.72407 18.62600 20.75436
O 14.87872 18.01614 19.45826
C 13.63559 17.80182 18.86868
H 19.98778 14.64584 21.46054
H 20.60594 15.77775 22.65286
H 20.10857 16.33110 21.19657
H 19.39226 17.02012 23.73920
H 17.74190 16.44603 24.10452
H 18.70013 18.28143 21.81345
H 17.70895 18.71400 23.27111
H 16.77375 17.05842 21.07833
H 16.66711 19.33850 20.49180
H 15.93532 19.48126 22.23207
H 14.13163 19.50578 20.52521
H 14.00105 18.05255 21.39750
H 13.03916 17.06993 19.48890
H 13.78785 17.36604 17.86780
H 13.07640 18.74536 18.86924
C 15.34844 24.22082 26.62954
O 16.43349 23.46598 27.14158
C 15.94143 22.55060 28.11096
C 17.20118 21.94106 28.65390
N 18.03894 22.96967 29.13602
C 19.23943 22.42140 29.64890
C 19.98439 23.41204 30.62678
O 21.09955 22.76710 31.22045
C 21.82082 23.61012 32.00462
H 15.68416 24.89975 25.84429
H 14.93770 24.80862 27.47613
H 14.60492 23.48462 26.29332
H 15.28758 21.79530 27.65720
H 15.37002 23.06676 28.81704
H 17.73223 21.40998 27.81234
H 17.04442 21.17063 29.42452
H 18.25921 23.74224 28.52126
H 20.03666 22.12730 28.86524
H 19.00164 21.52696 30.27190
H 19.39266 23.79212 31.39787
H 20.38421 24.21679 30.05517
H 22.75554 23.06364 32.37590
H 21.19413 23.99082 32.86584
H 22.16734 24.48685 31.44250
C 15.36103 13.65073 22.72734
O 14.61642 14.40750 23.59428
C 13.76528 15.41488 23.02588
C 12.89175 15.87641 24.13653
N 12.43790 17.27766 24.01863
C 11.53710 17.77548 25.02143
C 11.24324 19.26054 24.78304
O 12.57307 19.81354 24.88676
C 12.89744 20.92707 24.05041
H 15.92733 14.36967 22.02168
H 14.75711 13.01661 22.05018
H 16.05009 13.01758 23.29514
H 13.17426 14.96563 22.22984
H 14.37274 16.20599 22.59499
H 13.37159 15.74041 25.05299
H 12.03693 15.19305 24.19571
H 13.21893 17.86845 23.88661
H 11.84734 17.49723 26.05436
H 10.48738 17.29848 24.95890
H 10.53743 19.66472 25.53566
H 10.77809 19.37158 23.77852
H 13.99092 20.84407 23.83656
H 12.74155 21.84668 24.56620
H 12.31872 20.73712 23.10863
C 18.30698 29.05210 21.78656
O 18.42622 27.75621 21.18121
C 17.37975 27.60849 20.21842
C 17.74862 26.44281 19.26321
N 18.74040 26.71143 18.21768
C 20.05010 26.87733 18.74297
C 21.01676 26.75344 17.65970
O 20.92185 27.96410 16.86184
C 21.96481 28.19701 15.99462
H 18.99325 29.07579 22.65929
H 17.26262 29.10922 22.17770
H 18.46060 29.88415 21.11482
H 17.35759 28.46532 19.57065
H 16.40382 27.43474 20.72095
H 16.92538 25.99091 18.80386
H 18.20253 25.57011 19.85619
H 18.40542 27.48969 17.63156
H 20.29270 26.07084 19.48545
H 20.35970 27.73322 19.30986
H 20.85221 25.92401 16.98729
H 21.97187 26.57037 18.07006
H 22.88019 28.09311 16.52413
H 21.92130 29.14670 15.48681
H 22.08549 27.48047 15.16746
C 12.34956 27.77883 21.39498
O 13.25187 28.90492 21.48700
C 13.84549 29.15730 20.25857
C 14.95523 30.17160 20.58794
N 14.33180 31.43024 21.02146
C 15.34624 32.35016 21.62356
C 14.64697 33.67628 21.87742
O 15.02670 34.58505 20.81554
C 13.87914 35.08817 20.09443
H 11.94030 27.62296 20.40669
H 11.59729 27.88658 22.21535
H 13.00985 26.88680 21.63113
H 13.07088 29.54950 19.58199
H 14.07915 28.20570 19.77276
H 15.44193 30.44231 19.66434
H 15.69108 29.78535 21.30128
H 13.68102 31.17504 21.73340
H 16.22703 32.49788 21.03810
H 15.71809 32.04925 22.64962
H 15.08095 34.00269 22.82111
H 13.54401 33.64470 21.81980
H 13.20557 35.57168 20.76837
H 13.45037 34.30620 19.47342
H 14.28103 35.80330 19.40833
C 22.65656 22.31146 21.21097
O 22.14628 22.13468 19.88929
C 21.32455 23.25688 19.52879
C 20.89020 23.26678 18.09600
N 22.01061 23.47221 17.19581
C 21.76925 23.27412 15.73118
C 23.08542 23.52444 15.00561
O 23.58036 24.80456 15.11914
C 24.92131 24.99432 15.06528
H 21.86342 22.10256 21.91511
H 23.07055 23.34936 21.35377
H 23.45993 21.57389 21.19600
H 21.90648 24.14892 19.76522
H 20.43034 23.29222 20.14627
H 20.08026 24.06005 17.98953
H 20.39769 22.32039 17.85891
H 22.50348 24.37327 17.33521
H 21.01962 23.88401 15.29124
H 21.49483 22.24019 15.65776
H 22.98921 23.32586 13.91198
H 23.77156 22.81703 15.59629
H 25.36383 24.54658 14.16128
H 25.44651 24.61575 15.95144
H 25.11026 26.00908 15.10962
C 15.78430 22.26613 21.39838
C 16.15927 23.79435 21.35441
C 15.38765 24.52351 22.54240
O 14.11802 25.05935 22.37866
C 12.96868 24.21005 22.42678
N 17.62236 23.84819 21.58224
H 16.00650 21.95842 22.41340
H 16.35905 21.66533 20.70861
H 14.73577 22.13504 21.10487
H 15.95752 24.24934 20.35309
H 16.02840 25.40351 22.67687
H 15.45692 23.76744 23.34113
H 12.78785 23.65263 23.40299
H 13.14191 23.43104 21.67483
H 12.16105 24.80328 21.95149
H 17.84263 23.22720 22.33771
H 17.84602 24.75896 21.87453
C 7.62011 22.08038 22.58316
C 8.15056 23.44030 22.20728
C 9.10449 23.25460 21.07975
O 9.82327 24.42940 20.86808
C 10.82864 24.24939 19.81950
N 7.07790 24.42276 21.86166
H 6.63384 22.10804 23.01447
H 8.44283 21.58244 23.15500
H 7.47573 21.47597 21.73304
H 8.71815 23.90266 23.08065
H 8.56213 23.05510 20.17987
H 9.84808 22.42972 21.29452
H 11.51983 23.46716 20.09865
H 11.33574 25.20314 19.66120
H 10.31670 24.02336 18.89502
H 6.30553 24.42873 22.53678
H 7.49972 25.32571 21.73363

***

# 3
116
Properties=species:S:1:pos:R:3 method="wB97M-V/def2-TZVPD" mol_weight_g_mol=719.887 orbital_gap_ev=4.49 total_energy_ev=-72745.1696 homo_energy_ev=-10.1238 spin_multiplicity=1 charge=+1
C 1.16637 3.32685 -0.37920
C 0.93991 1.78451 -0.94471
O 1.47380 0.87782 0.12279
C 1.00304 -0.49706 -0.10709
C 2.10015 -1.29779 -1.06441
O 3.27143 -1.79966 -0.28597
N 4.40589 -1.52194 -1.00468
C 4.87409 -0.18522 -0.47155
N 5.49929 -0.19984 0.77334
N 4.68900 1.16553 -1.12559
P 5.24776 1.20624 -2.81750
C 5.73725 3.07144 -3.09780
C 3.84127 0.90242 -4.07501
H 1.42067 4.05722 -1.27549
H 2.09588 3.35963 0.36723
H 0.19043 3.66986 0.20681
H 1.65679 1.64255 -1.88669
H -0.17698 1.56569 -1.21962
H -0.06947 -0.52956 -0.61990
H 0.90167 -1.06751 0.91558
H 1.61975 -2.26158 -1.56661
H 2.45756 -0.57829 -1.91978
H 5.10263 -2.22392 -0.61112
H 4.94175 -0.51589 1.59981
H 6.48500 0.16966 0.88992
H 3.73086 1.55764 -0.99616
H 5.87514 3.53960 -2.02303
H 4.77637 3.56929 -3.57734
H 6.69666 3.18616 -3.77222
H 3.76091 1.86797 -4.77250
H 4.07945 0.00915 -4.83060
H 2.76780 0.78108 -3.59565
C -0.69518 2.04947 -6.60533
C 0.14530 1.28603 -5.61945
O 1.02146 1.82612 -4.95057
N -0.09123 -0.05035 -5.48033
C -1.06903 -0.85608 -6.17216
H -0.39351 3.10120 -6.60750
H -0.54942 1.64604 -7.61034
H -1.74844 1.99269 -6.31964
H 0.51097 -0.49927 -4.80029
H -1.72931 -1.30339 -5.42564
H -0.53885 -1.64749 -6.70703
H -1.66223 -0.27457 -6.87946
C 0.47531 -6.79946 -1.70173
C -0.26013 -5.64107 -1.08654
O -1.41295 -5.35799 -1.39901
N 0.39530 -4.89359 -0.15224
C 1.74044 -5.06903 0.34149
H -0.17192 -7.30112 -2.42737
H 1.36608 -6.44071 -2.22315
H 0.74982 -7.52005 -0.92739
H -0.16000 -4.13149 0.21852
H 1.68766 -5.22498 1.42141
H 2.29942 -4.15340 0.13493
H 2.24718 -5.91614 -0.12319
C -0.86830 2.95940 4.13887
C -2.26437 2.62182 3.69364
O -3.25562 3.13746 4.20186
N -2.41029 1.70939 2.68994
C -1.37463 1.00217 1.97496
H -0.90889 3.69922 4.94395
H -0.37108 2.06317 4.51782
H -0.30443 3.38603 3.30565
H -3.37650 1.53121 2.44232
H -1.46908 1.24431 0.91392
H -1.53530 -0.06899 2.11742
H -0.37447 1.26815 2.32027
C -5.98029 -0.94449 2.21166
C -5.94697 0.49999 1.79502
O -4.99003 1.22910 2.03877
N -7.02723 0.99528 1.12499
C -8.23525 0.29965 0.74984
H -5.05311 -1.19675 2.73497
H -6.81855 -1.11709 2.89106
H -6.06465 -1.58469 1.33005
H -6.93564 1.97322 0.87624
H -8.33201 0.35011 -0.33710
H -9.08042 0.81437 1.21271
H -8.22930 -0.74466 1.06558
C -2.10103 3.22939 9.35204
C -2.16475 2.91299 7.88335
O -1.15972 2.86624 7.18016
N -3.39099 2.67342 7.33548
C -4.67539 2.68248 7.99440
H -1.06058 3.39668 9.64638
H -2.67012 4.13819 9.56246
H -2.49332 2.38994 9.93137
H -3.35798 2.46749 6.34395
H -5.12690 1.69546 7.87085
H -5.30234 3.43114 7.50457
H -4.59618 2.91485 9.05743
C -3.92213 2.40072 -1.20357
C -3.39900 2.43783 -2.61288
O -3.33109 1.43119 -3.31204
N -2.99182 3.64117 -3.11025
C -2.99512 4.92342 -2.44708
H -4.20818 1.37669 -0.94536
H -3.14478 2.72802 -0.50882
H -4.80533 3.03844 -1.11708
H -2.65206 3.59102 -4.06349
H -3.61740 5.60554 -3.03087
H -1.96881 5.29727 -2.42701
H -3.37958 4.86383 -1.42779
C 6.37206 -5.90208 -1.86584
C 5.27657 -5.79343 -0.84148
O 4.08859 -5.84054 -1.14683
N 5.63833 -5.63773 0.46470
C 6.97104 -5.56088 1.01417
H 5.93318 -6.02228 -2.86086
H 6.97689 -4.99201 -1.86252
H 6.99420 -6.77535 -1.65480
H 4.85003 -5.57167 1.09783
H 7.08787 -6.37303 1.73536
H 7.07062 -4.60252 1.52908
H 7.74276 -5.64268 0.24732